Entry 1:
This record from the OMol25 dataset describes C3H11NS2 as an isolated structure at a distorted geometry. The level of theory is wB97M-V/def2-TZVPD.

ORCA input file:
```
! wB97M-V def2-TZVPD RIJCOSX def2/J DEFGRID3
* xyz 0 1
N -0.2132 -1.2176 1.0628
H -2.0913 1.7286 0.2579
C 1.9349 -0.6315 -0.0981
H -0.0965 -2.1309 0.6600
H -1.2763 -0.5596 -0.2632
H -0.6877 -1.3011 1.9600
S 1.4317 0.2585 -1.6237
H 2.9084 -0.2414 0.2161
C -1.8793 1.7156 -0.8158
S -1.8531 0.0318 -1.4740
H 1.5944 -0.6949 2.0145
C 1.0297 -0.4677 1.1151
H 1.9977 -1.6621 -0.3658
H 0.8028 0.5972 1.2328
H -0.0371 0.0526 -1.6326
H -2.6288 2.3271 -1.2787
H -0.9364 2.1953 -0.9672
*
```

E_HOMO: -8.3 eV
total energy: -971.9826 Eh
LUMO level: 0.74 eV
frontier orbital gap: 9.00 eV
F_max: 1.99 eV Å⁻¹

Entry 2:
This record from the OMol25 dataset describes a 3-piece molecular cluster, C3H11O3 overall at a distorted geometry. The level of theory is wB97M-V/def2-TZVPD.

ORCA input file:
```
! wB97M-V def2-TZVPD RIJCOSX def2/J DEFGRID3
* xyz -1 1
C -0.8489 0.8250 -0.9608
O 0.6942 -0.7949 0.0103
H 0.6738 -0.8765 1.8872
C -0.2973 0.0505 0.2757
H 2.9514 -2.8237 -1.1581
O 3.0820 -2.0561 -0.6457
H -1.8379 2.8497 -1.3558
H 0.0135 1.0813 -1.5722
H 0.8360 -2.2293 1.8215
O 0.6922 -1.6147 2.5596
H -1.5273 0.1858 -1.5458
H -1.1378 2.5626 0.2360
H -2.5709 1.7368 -0.0910
C -1.6653 2.0828 -0.6066
H 2.2694 -1.5243 -0.6114
H -0.0631 0.8651 1.0378
H -1.2641 -0.3199 0.7192
*
```

E_HOMO: -3.6 eV
total energy: -346.6216 Eh
LUMO level: 4.08 eV
frontier orbital gap: 7.64 eV
F_max: 2.24 eV Å⁻¹

Entry 3:
This record from the OMol25 dataset describes a single C3H11OP5 molecule at a distorted geometry. The level of theory is wB97M-V/def2-TZVPD.

ORCA input file:
```
! wB97M-V def2-TZVPD RIJCOSX def2/J DEFGRID3
* xyz 0 1
H 0.7689 2.7224 -0.4554
P 1.6436 0.2886 -0.8044
H 2.6848 2.6785 -0.7457
H 0.0566 0.0325 0.9936
C -0.9849 0.2262 -0.9481
H 0.3228 -2.2795 0.9979
H 3.5845 0.3715 1.2925
H -1.1380 -2.2805 -0.0246
H 0.6932 -2.2814 -0.6771
H -3.8196 1.1764 1.0634
H -3.3570 0.6045 -1.2452
C 0.1361 -0.4206 0.0649
P -2.7201 0.2101 1.3011
C 0.0494 -1.9713 0.0263
P -2.6512 -0.4696 -0.7899
P 1.7966 2.1579 0.2633
P 3.2164 -0.6190 0.4114
O -0.6567 0.9607 -1.8302
H 3.9450 -0.3299 -0.7714
H -3.5704 -0.7776 1.8775
*
```

E_HOMO: -8.4 eV
total energy: -1902.7886 Eh
LUMO level: 0.47 eV
frontier orbital gap: 8.91 eV
F_max: 6.37 eV Å⁻¹

Entry 4:
This record from the OMol25 dataset describes a single C3H11OPSi molecule at a distorted geometry. The level of theory is wB97M-V/def2-TZVPD.

ORCA input file:
```
! wB97M-V def2-TZVPD RIJCOSX def2/J DEFGRID3
* xyz 0 1
H 0.0008 2.5013 -1.1656
C -0.8602 -1.5215 1.7283
P 1.9738 -0.3842 0.8133
H 2.2045 0.6402 1.6208
H -0.1067 -1.7269 -2.2033
Si -0.0084 0.1283 -0.1994
H -1.5096 2.0955 -0.3934
C -0.1451 -0.6440 -2.1082
H -0.5153 -2.3753 1.1589
H -1.1064 -0.1562 -2.4213
H -1.7376 -1.5577 2.3891
O -1.1462 -0.4065 0.8880
H 0.0483 -1.2634 2.3705
H -0.1516 2.6247 0.5502
C -0.4034 1.9993 -0.2952
H 0.5806 -0.0297 -2.6484
H 2.8825 0.0762 -0.0842
*
```

E_HOMO: -8.9 eV
total energy: -826.9890 Eh
LUMO level: 0.87 eV
frontier orbital gap: 9.77 eV
F_max: 3.46 eV Å⁻¹

Entry 5:
This record from the OMol25 dataset describes C3H12BrCoN6O3 as an isolated structure at a distorted geometry. The level of theory is wB97M-V/def2-TZVPD.

ORCA input file:
```
! wB97M-V def2-TZVPD RIJCOSX def2/J DEFGRID3
* xyz 0 5
H -1.7384 2.4380 -3.3699
N -2.1905 1.5849 -3.6663
H -2.8513 1.5154 -4.4270
H 1.0320 -1.0267 3.7315
N -0.9200 0.6970 -2.1262
H 0.7375 0.7976 0.2982
N 0.4249 -1.1708 2.9374
C -0.8100 -1.0725 3.1498
H -0.3812 1.5437 -2.0124
H -1.2082 -1.9608 1.3580
H -2.5718 -1.2503 2.1678
Br 0.5162 -2.2447 -0.5837
H -0.6640 -0.1415 -1.6247
C 2.3806 1.5623 0.7030
O -1.3081 -0.5015 4.1627
N 1.1652 1.3394 1.0355
H 2.3811 -0.1851 -0.5672
H 3.8059 0.7376 -0.2264
N 2.7983 0.6686 -0.2248
O 3.0187 2.4570 1.1861
C -1.8202 0.5151 -3.0480
H 0.8668 -1.3823 2.0542
O -2.3068 -0.5246 -3.3403
H 0.8291 1.7441 1.8977
N -1.5878 -1.4781 2.1599
Co 0.4018 -4.6615 -1.6248
*
```

E_HOMO (alpha / beta): -9.3 / -9.3 eV
total energy: -4632.4809 Eh
LUMO level (alpha / beta): -0.49 / -3.90 eV
frontier orbital gap (alpha / beta): 8.78 / 5.38 eV
F_max: 7.24 eV Å⁻¹

Entry 6:
This record from the OMol25 dataset describes a 2-piece molecular cluster, C3H12ClN3 overall. The level of theory is wB97M-V/def2-TZVPD.

ORCA input file:
```
! wB97M-V def2-TZVPD RIJCOSX def2/J DEFGRID3
* xyz 2 1
Cl -1.4457 -1.1814 1.3620
H 3.8475 -1.7500 0.6239
H 2.5127 1.4837 0.0173
H -2.8479 1.8724 -0.4496
C 2.2769 -0.4912 0.4092
H -3.1583 1.1923 -1.9263
C -1.4627 0.2625 -0.9456
N -2.8914 0.9816 -0.9560
H -0.7164 1.0225 0.9248
H -2.4807 -0.7644 2.0286
N 2.9637 0.5939 0.1727
N 2.8383 -1.6464 0.6330
H -0.8648 0.8895 -1.6033
H 3.9772 0.5915 0.1506
H 1.1694 -0.3966 0.3946
C -0.7557 0.1212 0.3196
H -1.6389 -0.6956 -1.4306
H 2.3000 -2.4783 0.8226
H -3.6231 0.3928 -0.5476
*
```

E_HOMO: -16.4 eV
total energy: -745.2600 Eh
LUMO level: -6.73 eV
frontier orbital gap: 9.70 eV
F_max: 0.70 eV Å⁻¹

Entry 7:
This record from the OMol25 dataset describes a single C3H12ClNSi2 molecule at a distorted geometry. The level of theory is wB97M-V/def2-TZVPD.

ORCA input file:
```
! wB97M-V def2-TZVPD RIJCOSX def2/J DEFGRID3
* xyz 0 1
H -1.5777 0.7635 1.7392
H 4.0926 1.3050 0.1303
H 1.5784 1.6721 -0.1095
H -2.2781 0.6122 0.1100
N 1.5471 0.7293 0.2266
Cl 3.0349 0.9177 2.8621
H -1.0606 1.9456 0.3946
C -0.0001 -2.0280 0.1624
Si 3.1530 0.3697 0.7951
H 0.5039 -2.7173 -0.5575
H 0.8656 -0.2023 -2.4675
C -1.3877 0.9477 0.6582
H 0.3447 -2.3197 1.0619
H -0.9546 -0.1252 -2.5061
C 0.0018 0.2123 -2.0704
H -0.0359 1.2899 -2.0521
H 3.6215 -1.0066 0.4894
H -1.0933 -2.2208 0.0974
Si 0.0467 -0.1413 -0.1716
*
```

E_HOMO: -9.3 eV
total energy: -1215.5317 Eh
LUMO level: 0.68 eV
frontier orbital gap: 10.02 eV
F_max: 3.81 eV Å⁻¹

Entry 8:
This record from the OMol25 dataset describes C3H12IrN3O11P2S as an isolated structure at a distorted geometry. The level of theory is wB97M-V/def2-TZVPD.

ORCA input file:
```
! wB97M-V def2-TZVPD RIJCOSX def2/J DEFGRID3
* xyz 0 1
O 0.3878 -0.4874 -3.3853
O -0.4173 2.6575 2.3381
H 5.3041 0.3559 -1.7249
H -1.4165 -0.5256 3.5909
H -3.1467 -0.2729 3.3756
H 4.3020 1.5185 -0.9369
O -0.6909 -1.3963 0.6513
S 0.0991 -1.9958 -3.2631
O 2.2292 0.3133 -1.1247
Ir -0.0097 -0.0493 -1.3725
O -0.6932 -2.4634 -4.3563
O 0.0035 1.5452 0.1481
H -2.1048 1.0532 3.9563
H -0.6929 -2.3013 0.3185
N -2.7405 1.7063 1.3830
N 3.4429 -1.2745 -2.2254
H 0.4286 3.0783 2.4810
O -0.6198 -2.0911 -1.9427
N 4.3855 0.7055 -1.5222
C -2.1692 0.1974 3.2866
H -2.3247 2.6071 1.6554
P -0.1378 1.1911 1.6316
H 2.6090 -1.8199 -2.5227
H -3.7089 1.6030 1.6991
C 3.2940 -0.0984 -1.6243
O 0.9206 0.4488 2.3130
O -3.2718 -1.6260 0.8851
C -1.8802 0.5955 1.8686
H -2.6903 1.5557 0.3374
O -2.2267 0.1493 -0.6781
O 1.3917 -2.6538 -3.1363
P -2.1653 -0.7188 0.5765
H 4.3092 -1.5071 -2.6808
*
```

E_HOMO (alpha / beta): -9.9 / -9.9 eV
total energy: -2298.8249 Eh
LUMO level (alpha / beta): -1.92 / -1.93 eV
frontier orbital gap (alpha / beta): 7.94 / 7.94 eV
F_max: 3.24 eV Å⁻¹

Entry 9:
This record from the OMol25 dataset describes C3H12KN2O9 as an isolated structure at a distorted geometry. The level of theory is wB97M-V/def2-TZVPD.

ORCA input file:
```
! wB97M-V def2-TZVPD RIJCOSX def2/J DEFGRID3
* xyz -1 1
N 2.6880 -4.2830 -0.8899
O 0.6346 -3.6705 2.7528
H -2.6075 3.8083 -2.4361
H 0.2539 -3.1977 3.4991
O 3.4757 0.7953 1.3959
H -2.6284 -1.6596 1.7950
H -3.0165 3.6946 -0.7304
C -1.8048 2.0129 -1.4704
C -1.1617 1.6576 -0.1370
H -0.5038 2.3637 0.3676
H -2.6574 1.3650 -1.6612
O -0.8946 1.8732 -2.5602
H -0.2778 2.6105 -2.5539
C -2.2282 3.5037 -1.4593
O 1.8379 -5.2194 -0.9655
O 2.8687 2.4913 0.1931
K 0.5585 -1.9251 -0.0219
H 1.4347 -3.1727 2.5337
O 2.0602 0.5159 -0.2172
O -1.6742 -1.5933 1.9098
O 3.6663 -4.4328 -0.1175
N 2.8290 1.2779 0.4461
H -0.5816 0.7403 -0.2360
H -1.3083 4.0635 -1.2887
H -1.5208 -1.8403 2.8262
H -1.9750 1.4498 0.5687
O 2.5334 -3.2289 -1.5428
*
```

E_HOMO: -5.2 eV
total energy: -1507.9857 Eh
LUMO level: 1.45 eV
frontier orbital gap: 6.67 eV
F_max: 2.17 eV Å⁻¹

Entry 10:
This record from the OMol25 dataset describes a 2-piece molecular cluster, C3H12N2 overall at a distorted geometry. The level of theory is wB97M-V/def2-TZVPD.

ORCA input file:
```
! wB97M-V def2-TZVPD RIJCOSX def2/J DEFGRID3
* xyz 0 1
H -2.4347 -2.5150 -0.8624
H 2.5724 -0.3153 -1.1063
H 2.4477 3.3892 -0.9096
H 2.4557 2.5088 0.7125
N 1.3775 1.5396 -0.6893
H -3.9725 -1.9225 1.6719
H -1.4379 -2.2395 0.8779
H -2.5192 -3.5293 0.7323
H 1.3397 1.7916 -1.7295
C 2.3586 0.4143 -0.3507
H 3.4687 0.8284 -0.3221
H -4.4244 -1.8421 0.3264
H 2.0549 -0.1273 0.6467
N -3.5253 -1.6235 0.8467
C -2.4866 -2.5090 0.3777
H 0.8215 3.2955 -0.0491
C 1.9040 2.8560 -0.1732
*
```

E_HOMO: -8.8 eV
total energy: -230.8891 Eh
LUMO level: 1.09 eV
frontier orbital gap: 9.92 eV
F_max: 4.53 eV Å⁻¹

Entry 11:
This record from the OMol25 dataset describes a 2-piece molecular cluster, C3H12N2 overall at a distorted geometry. The level of theory is wB97M-V/def2-TZVPD.

ORCA input file:
```
! wB97M-V def2-TZVPD RIJCOSX def2/J DEFGRID3
* xyz 0 1
H -3.4094 2.8664 -0.0940
H 0.0348 0.3239 -0.3512
C -1.7948 1.4587 0.2269
H 3.1178 -2.7877 1.8491
H 3.5686 -1.3921 -0.0978
H -2.5974 2.6402 -1.4898
C -2.9717 2.0026 -0.6659
H -1.3646 2.0059 1.0452
N -0.7840 0.9504 -0.6997
H -2.1042 0.5853 0.7324
H -0.4284 1.4786 -1.4206
H -3.5315 1.2690 -1.2682
H 1.8397 -1.7225 1.8908
H 2.0309 -1.8238 -0.6537
N 2.3267 -2.4938 1.3821
C 2.8028 -2.2228 0.0023
H 3.2647 -3.1380 -0.3880
*
```

E_HOMO: -8.8 eV
total energy: -230.9368 Eh
LUMO level: 0.92 eV
frontier orbital gap: 9.68 eV
F_max: 4.41 eV Å⁻¹

Entry 12:
This record from the OMol25 dataset describes a 3-piece molecular cluster, C3H12N2O overall at a distorted geometry. The level of theory is wB97M-V/def2-TZVPD.

ORCA input file:
```
! wB97M-V def2-TZVPD RIJCOSX def2/J DEFGRID3
* xyz 0 1
N 0.6491 1.8128 0.9914
H 0.8138 -0.9673 1.1976
O -1.8977 1.6235 0.5945
H -1.6503 -0.3481 -0.5766
C 0.6796 0.8193 -0.0853
H -0.3764 2.0036 1.1640
H -1.4235 -1.9574 0.2565
C -1.1684 -0.9177 0.3047
H 0.8125 -1.2555 -0.5392
H 2.1844 -2.3600 -1.7552
H -0.0766 1.1654 -0.7922
H -2.4615 2.3553 0.6539
H 1.6604 0.7789 -0.5959
H -1.6793 -0.4497 1.2230
N 1.5239 -1.7032 -1.6468
H 1.0659 1.5171 1.8122
H 1.0245 -1.4957 -2.4856
C 0.3196 -0.6212 0.2789
*
```

E_HOMO: -8.3 eV
total energy: -305.9403 Eh
LUMO level: -3.93 eV
frontier orbital gap: 4.38 eV
F_max: 7.02 eV Å⁻¹